{"formula": "C42H36NO9PReS", "method": "ωB97M-V with the def2-TZVPD basis set", "elements": ["Re", "O", "C", "O", "C", "C", "C", "C", "C", "N", "C", "O", "O", "H", "H", "H", "H", "H", "O", "C", "O", "C", "C", "C", "C", "C", "C", "P", "C", "C", "C", "C", "C", "C", "C", "C", "C", "C", "C", "C", "H", "H", "H", "H", "H", "H", "H", "H", "H", "H", "H", "H", "H", "H", "C", "O", "C", "O", "H", "H", "H", "O", "S", "C", "C", "C", "C", "C", "C", "C", "C", "C", "C", "C", "C", "C", "C", "H", "H", "H", "H", "H", "H", "H", "H", "H", "H", "H", "H", "H", "H"], "coordinates": [[-0.93747, -0.53073, -0.08403], [-3.14690, -4.11211, -2.32107], [-2.25856, -3.25986, -1.84736], [-2.28693, -2.06385, -1.99983], [-1.14611, -3.91805, -1.08599], [-0.94647, -5.29181, -1.02106], [0.14112, -5.76378, -0.30431], [1.00131, -4.85559, 0.29934], [0.70941, -3.50369, 0.17610], [-0.35025, -3.05192, -0.48171], [1.48340, -2.37900, 0.78072], [2.70901, -2.56136, 1.20494], [0.97481, -1.27481, 0.89731], [-3.82845, -3.63310, -2.81674], [-1.63329, -5.96374, -1.51332], [0.31981, -6.82603, -0.21567], [1.85009, -5.21240, 0.86723], [3.03002, -3.45898, 1.04869], [-3.09138, -2.79809, 2.36920], [-2.70637, -1.68850, 2.16471], [-2.21982, -1.40038, 0.91544], [-2.68904, -0.57881, 3.15168], [-3.35455, -0.86464, 4.34618], [-3.38963, 0.05797, 5.37371], [-2.73814, 1.27222, 5.22307], [-2.06532, 1.55797, 4.04613], [-2.04010, 0.65074, 2.98665], [-1.10065, 1.22366, 1.52305], [-1.96648, 2.72768, 0.98301], [-3.25516, 3.02329, 1.42545], [-3.90786, 4.15672, 0.96418], [-3.29100, 4.99563, 0.04872], [-2.02098, 4.69228, -0.42093], [-1.36816, 3.56073, 0.03642], [0.45965, 1.76616, 2.29134], [1.17059, 0.81418, 3.02658], [2.31919, 1.17022, 3.70949], [2.77317, 2.48231, 3.66867], [2.06456, 3.43500, 2.95538], [0.90711, 3.08403, 2.27526], [-3.83910, -1.82520, 4.44770], [-3.91348, -0.17267, 6.29031], [-2.74796, 1.99926, 6.02296], [-1.55240, 2.50664, 3.95096], [-3.75640, 2.38112, 2.13548], [-4.90212, 4.38204, 1.32376], [-3.80047, 5.88238, -0.30272], [-1.54003, 5.33572, -1.14487], [-0.38051, 3.32894, -0.34585], [0.80850, -0.20205, 3.09521], [2.85241, 0.42830, 4.28785], [3.66720, 2.76293, 4.20820], [2.40292, 4.46145, 2.93352], [0.35508, 3.85419, 1.75643], [-4.27607, 1.37964, -1.80743], [-3.34993, 0.60663, -1.00772], [-2.06123, 0.70904, -1.28433], [-1.60261, 1.43092, -2.14656], [-5.22137, 0.84853, -1.75666], [-3.92515, 1.45567, -2.83311], [-4.37260, 2.37272, -1.37133], [0.52214, -0.20502, -1.40352], [0.74073, 0.37072, -2.83409], [1.41520, 2.03997, -2.60086], [2.71932, 2.11197, -1.87172], [3.87214, 2.49728, -2.55002], [5.08956, 2.54308, -1.88928], [5.16341, 2.19601, -0.54825], [4.01723, 1.81363, 0.13198], [2.79776, 1.77258, -0.52389], [2.23440, -0.53323, -3.28942], [1.96384, -2.00860, -3.27837], [2.80355, -2.85099, -2.55696], [2.59271, -4.22267, -2.56840], [1.53157, -4.75595, -3.28424], [0.68821, -3.91690, -3.99803], [0.90462, -2.54825, -3.99849], [0.58801, 2.57663, -2.13929], [1.49829, 2.41587, -3.62518], [3.81878, 2.77126, -3.59625], [5.97801, 2.85209, -2.42131], [6.11250, 2.23199, -0.03241], [4.06668, 1.55649, 1.18120], [1.91404, 1.47772, 0.02157], [3.03931, -0.25916, -2.60921], [2.48362, -0.15832, -4.28745], [3.64377, -2.43223, -2.01588], [3.27385, -4.87800, -2.04054], [1.37867, -5.82632, -3.31219], [-0.12511, -4.33160, -4.57858], [0.25428, -1.90579, -4.57936]], "atomic_forces_ev_per_a": [[0.41, -0.16, 0.59], [0.07, -0.15, -0.02], [0.09, 0.10, 0.03], [-0.12, 0.01, -0.11], [-0.02, -0.08, 0.07], [-0.01, 0.05, 0.10], [-0.03, 0.07, 0.05], [-0.13, 0.12, -0.01], [-0.08, -0.07, 0.00], [-0.04, 0.05, -0.17], [-0.05, -0.24, 0.00], [-0.03, 0.13, 0.06], [0.07, 0.14, -0.06], [-0.07, 0.06, -0.02], [-0.02, -0.02, -0.02], [0.01, -0.02, 0.00], [0.03, -0.01, 0.02], [0.02, -0.08, -0.03], [0.00, 0.13, 0.07], [-0.07, -0.04, 0.00], [0.03, -0.14, -0.14], [-0.07, -0.14, 0.10], [0.04, 0.05, -0.04], [0.00, -0.01, -0.01], [0.03, 0.03, -0.03], [0.00, 0.03, 0.00], [0.02, -0.05, -0.02], [-0.09, 0.18, 0.12], [-0.07, -0.12, -0.10], [0.04, -0.03, 0.06], [-0.01, 0.00, -0.02], [-0.01, 0.00, 0.01], [0.03, -0.01, -0.01], [0.10, -0.03, -0.01], [-0.02, -0.11, 0.02], [-0.02, 0.01, -0.02], [0.00, -0.02, 0.01], [-0.02, 0.02, 0.00], [0.04, 0.01, 0.01], [-0.07, 0.05, -0.08], [0.00, -0.01, -0.01], [-0.01, 0.00, 0.02], [0.01, 0.02, 0.01], [0.01, 0.02, 0.00], [-0.01, -0.03, 0.02], [-0.02, 0.01, 0.01], [-0.01, 0.01, -0.01], [0.01, 0.01, -0.01], [-0.01, 0.00, 0.02], [-0.01, -0.04, -0.01], [0.01, -0.02, 0.01], [0.02, 0.01, 0.01], [0.00, 0.03, 0.01], [-0.01, -0.02, -0.01], [-0.03, 0.09, -0.05], [-0.22, -0.12, 0.13], [0.13, 0.09, -0.40], [-0.06, 0.07, 0.03], [0.02, 0.02, 0.02], [0.01, -0.03, 0.03], [0.02, 0.00, -0.02], [0.13, 0.24, 0.17], [0.08, -0.08, -0.21], [-0.01, -0.02, -0.17], [-0.05, -0.01, 0.05], [-0.04, -0.04, 0.01], [0.02, 0.00, 0.01], [0.04, 0.02, -0.02], [0.00, -0.02, 0.06], [0.07, 0.05, -0.03], [-0.01, 0.22, -0.04], [0.04, -0.06, 0.04], [-0.04, 0.05, -0.04], [0.03, 0.02, -0.03], [0.05, -0.02, -0.04], [-0.03, 0.02, -0.04], [-0.03, -0.08, -0.04], [-0.02, -0.05, 0.07], [0.00, -0.02, -0.01], [-0.01, 0.01, -0.04], [0.03, 0.01, -0.01], [0.03, 0.01, 0.01], [0.00, -0.02, 0.02], [-0.08, -0.02, 0.03], [-0.03, 0.03, 0.06], [-0.01, -0.03, -0.01], [0.03, 0.02, 0.02], [0.02, -0.02, 0.01], [0.00, -0.03, 0.00], [-0.02, -0.02, -0.02], [-0.02, 0.03, -0.02]], "spin_multiplicity": 2, "lumo_energy_ev": [-6.8, -6.4], "s2": 0.958, "charge": 2}

{"formula": "C4H3FO5Pb", "method": "ωB97M-V with the def2-TZVPD basis set", "elements": ["C", "C", "F", "H", "H", "H", "O", "C", "O", "O", "Pb", "O", "O", "C"], "coordinates": [[0.94001, 0.48848, -0.47777], [1.17387, -0.08242, 0.91357], [1.40588, -0.41230, -1.38912], [1.48513, 1.42980, -0.61771], [1.01795, -1.16512, 0.93467], [2.20460, 0.15544, 1.20097], [0.28227, 0.58301, 1.81410], [-0.19533, -0.07869, 2.84264], [-1.04087, 0.27791, 3.59258], [-0.39323, 0.81924, -0.76572], [-2.48859, -1.58658, -2.81325], [-1.95136, -0.70661, -0.91333], [-1.23848, 0.18139, -2.78849], [-1.20184, 0.09645, -1.53312]], "atomic_forces_ev_per_a": [[1.17, 0.73, -0.10], [-0.24, -0.10, 0.50], [-0.14, -0.18, -0.10], [-0.08, -0.24, 0.05], [-0.04, 0.15, -0.04], [-0.16, -0.19, -0.11], [0.35, 0.71, -0.94], [-1.05, -0.46, 1.19], [0.83, -0.22, -0.63], [-1.03, 0.24, -0.85], [-1.15, -1.38, -1.04], [-0.78, -0.66, 0.48], [0.52, 0.73, -0.42], [1.79, 0.87, 2.00]], "spin_multiplicity": 2, "lumo_energy_ev": [-6.6, -6.6], "s2": 0.753, "charge": 1}

{"formula": "CH3N5O2", "method": "ωB97M-V with the def2-TZVPD basis set", "elements": ["C", "H", "H", "H", "N", "N", "N", "N", "N", "O", "O"], "coordinates": [[0.34052, 0.05197, -0.04363], [3.04037, -1.43603, -0.06500], [2.54545, -0.26413, -1.27881], [-1.00235, -0.83098, 2.29724], [2.63591, -0.43427, -0.26417], [1.41384, -0.54511, 0.19805], [-1.23851, 1.35041, -0.83776], [-1.75939, 0.40588, -0.23982], [-0.87163, -0.19330, 0.55216], [0.20069, 1.12061, -0.85639], [-1.18671, -1.35386, 1.28753]], "atomic_forces_ev_per_a": [[4.67, -0.54, 0.07], [-0.44, 2.76, -1.03], [0.97, -0.16, 0.35], [-1.01, -3.02, -3.98], [2.66, -1.79, -1.54], [-4.54, -1.44, 2.83], [-0.27, -1.00, -1.89], [-1.71, 1.61, 1.49], [-0.42, -1.00, -0.39], [-1.22, 0.54, 0.63], [1.31, 4.05, 3.46]], "smiles": "N/N=c1\\onnn1O", "lumo_energy_ev": 0.2, "charge": 0}

{"formula": "C2H8N4O", "method": "ωB97M-V with the def2-TZVPD basis set", "elements": ["C", "C", "N", "N", "N", "N", "O", "H", "H", "H", "H", "H", "H", "H", "H"], "coordinates": [[1.45982, 0.09241, -0.75072], [0.30395, -1.30466, 0.97714], [-2.10253, 0.47167, 0.57185], [-0.82518, 1.57125, -0.81142], [0.22997, -0.64615, -0.28406], [-1.00973, 0.49407, -0.00276], [-2.53111, -0.46373, 1.27615], [1.32854, 1.17700, -0.35871], [2.33073, -0.36535, -0.37719], [1.36336, 0.05182, -1.80862], [-0.55172, -2.06726, 1.15410], [1.23740, -1.86010, 0.92622], [0.26872, -0.77775, 1.91439], [-1.58995, 1.65587, -1.41417], [0.08772, 1.97090, -1.01219]], "atomic_forces_ev_per_a": [[-3.37, 1.96, 1.59], [-0.62, -2.93, 0.88], [-2.83, -0.73, 2.42], [0.08, 0.98, 0.01], [-2.52, 1.60, 0.57], [5.30, -1.12, -1.87], [0.93, 0.41, -1.11], [1.35, -1.91, -0.56], [0.98, -0.56, 0.48], [0.52, 0.30, -0.86], [1.32, 1.20, -0.89], [0.15, -0.29, 0.31], [0.33, 1.11, 0.14], [-0.60, 0.54, -1.32], [-1.02, -0.56, 0.22]], "smiles": "CN(C)N(N)N=O", "lumo_energy_ev": 0.6, "charge": 0}